--- P ---
Below is a 2-piece molecular cluster, C5H9NO2 overall, with properties calculated with ωB97M-V/def2-TZVPD.

As for the SMILES: CC(C)C(=O)C#N.O. For the HOMO energy, the calculation gives -0.396 Ha. As for the HOMO-LUMO gap: 10.891 eV.

ORCA input file:
```
! wB97M-V def2-TZVPD RIJCOSX def2/J DEFGRID3
* xyz 0 1
C 0.799 1.227 1.362
C 0.091 0.541 0.181
C 0.213 1.337 -1.112
C 0.638 -0.857 0.037
O 1.405 -1.246 -0.804
C 0.155 -1.841 1.067
N -0.252 -2.713 1.713
H 0.718 0.646 2.290
H 1.863 1.385 1.133
H 0.335 2.207 1.530
H -0.973 0.433 0.442
H 1.265 1.478 -1.394
H -0.314 0.840 -1.936
H -0.232 2.331 -0.966
O -1.809 -1.543 -1.220
H -2.510 -1.905 -0.670
H -1.393 -2.321 -1.652
*
```

--- Q ---
Below is one molecule with the formula C5H9NO2, with properties calculated with ωB97M-V/def2-TZVPD.

As for the SMILES: C=C[C@H](C)N(O)C=O. For the HOMO energy, the calculation gives -0.306 Ha. As for the HOMO-LUMO gap: 9.096 eV.

ORCA input file:
```
! wB97M-V def2-TZVPD RIJCOSX def2/J DEFGRID3
* xyz 0 1
C -2.122 0.333 1.565
C -1.525 -0.361 0.619
C -0.026 0.334 -0.301
C -0.161 0.024 -1.767
N 0.903 -0.307 0.470
O 1.110 -1.641 0.168
C 2.369 0.680 0.130
O 2.514 1.847 0.325
H -1.727 1.282 1.912
H -3.059 0.024 2.020
H -1.865 -1.326 0.259
H -0.071 1.386 -0.033
H -0.003 -1.033 -1.966
H 0.565 0.609 -2.332
H -1.166 0.288 -2.094
H 1.047 -2.099 1.019
H 3.216 -0.040 0.003
*
```

Winner for stability: P

--- P ---
Below is one molecule with the formula C5H9NO2, with properties calculated with ωB97M-V/def2-TZVPD.

As for the SMILES: CN[C@@H](C=O)CC=O. For the HOMO energy, the calculation gives -0.337 Ha. As for the HOMO-LUMO gap: 9.999 eV.

ORCA input file:
```
! wB97M-V def2-TZVPD RIJCOSX def2/J DEFGRID3
* xyz 0 1
C 0.992 1.403 -0.989
N -0.090 0.433 -1.182
C -0.792 0.010 0.018
C -2.181 -0.459 -0.342
O -3.117 -0.297 0.392
C -0.057 -0.974 0.931
C 1.379 -0.701 1.286
O 2.263 -1.479 1.035
H 0.973 1.805 0.014
H 1.982 0.995 -1.185
H 0.801 2.286 -1.607
H 0.175 -0.236 -1.883
H -0.933 0.912 0.554
H -2.304 -0.955 -1.323
H -0.600 -0.983 1.872
H -0.093 -1.988 0.587
H 1.602 0.229 1.823
*
```

--- Q ---
Below is one molecule with the formula C5H9NO2, with properties calculated with ωB97M-V/def2-TZVPD.

As for the SMILES: CO[C@H]1ON=C[C@@H]1C. For the HOMO energy, the calculation gives -0.357 Ha. As for the HOMO-LUMO gap: 10.565 eV.

ORCA input file:
```
! wB97M-V def2-TZVPD RIJCOSX def2/J DEFGRID3
* xyz 0 1
C -2.521 0.056 0.019
O -1.302 0.217 0.680
C -0.278 -0.106 -0.407
O 0.049 1.161 -1.070
N 0.761 1.954 -0.154
C 1.189 1.168 0.842
C 0.874 -0.345 0.422
C 1.978 -0.827 -0.307
H -2.506 -0.762 -0.808
H -3.571 -0.268 0.499
H -2.834 1.032 -0.375
H -1.067 -0.790 -1.123
H 1.758 1.568 1.819
H 0.354 -0.856 1.342
H 2.025 -2.110 -0.541
H 2.318 -0.240 -1.266
H 2.774 -0.852 0.427
*
```

Winner for stability: P

--- P ---
Below is a 2-piece molecular cluster, C2H10N2O overall, with properties calculated with ωB97M-V/def2-TZVPD.

As for the SMILES: NCCN.O. For the HOMO energy, the calculation gives -0.335 Ha. As for the HOMO-LUMO gap: 9.864 eV.

ORCA input file:
```
! wB97M-V def2-TZVPD RIJCOSX def2/J DEFGRID3
* xyz 0 1
N -1.776 0.840 -1.960
C -1.173 0.416 -0.663
C 0.330 0.698 -0.811
N 1.197 0.438 0.322
H -1.656 1.850 -2.101
H -2.794 0.935 -1.836
H -1.549 1.135 0.076
H -1.418 -0.626 -0.492
H 0.523 1.709 -1.184
H 0.670 0.085 -1.652
H 1.374 -0.549 0.379
H 0.802 0.683 1.221
O 1.624 -2.162 2.937
H 1.432 -2.955 2.407
H 2.414 -2.497 3.358
*
```

--- Q ---
Below is a 2-piece molecular cluster, C2H10N2O overall, with properties calculated with ωB97M-V/def2-TZVPD.

As for the SMILES: NCN.CO. For the HOMO energy, the calculation gives -0.314 Ha. As for the HOMO-LUMO gap: 9.232 eV.

ORCA input file:
```
! wB97M-V def2-TZVPD RIJCOSX def2/J DEFGRID3
* xyz 0 1
N -1.812 -0.200 0.511
C -1.401 1.181 0.703
N -0.022 1.411 1.174
H -1.163 -0.707 -0.006
H -1.939 -0.639 1.390
H -1.465 1.767 -0.239
H -2.073 1.697 1.423
H 0.140 1.179 2.109
H 0.761 1.036 0.658
C 1.905 -0.747 -1.563
O 0.960 -1.437 -0.763
H 1.541 0.300 -1.598
H 2.920 -0.886 -1.211
H 1.880 -1.152 -2.604
H 1.533 -2.177 -0.453
*
```

Winner for stability: P

--- P ---
Below is one molecule with the formula C3H9N3O, with properties calculated with ωB97M-V/def2-TZVPD.

As for the SMILES: NCNC(=O)CN. For the HOMO energy, the calculation gives -0.346 Ha. As for the HOMO-LUMO gap: 10.224 eV.

ORCA input file:
```
! wB97M-V def2-TZVPD RIJCOSX def2/J DEFGRID3
* xyz 0 1
N 0.240 1.940 -1.033
C 0.870 0.667 -1.556
N 0.684 -0.316 -0.430
C -0.516 -1.049 -0.281
O -1.459 -1.214 -1.095
C -0.649 -1.618 1.280
N -0.421 -0.324 2.099
H 0.377 2.764 -1.756
H 0.713 2.287 -0.279
H 0.362 0.489 -2.434
H 1.971 0.774 -1.751
H 1.560 -0.251 0.264
H -1.669 -2.043 1.375
H 0.068 -2.374 1.347
H -0.849 0.471 1.505
H -1.282 -0.204 2.744
*
```

--- Q ---
Below is one molecule with the formula C3H9N3O, with properties calculated with ωB97M-V/def2-TZVPD.

As for the SMILES: CC(C)NNN=O. For the HOMO energy, the calculation gives -0.341 Ha. As for the HOMO-LUMO gap: 10.172 eV.

ORCA input file:
```
! wB97M-V def2-TZVPD RIJCOSX def2/J DEFGRID3
* xyz 0 1
C 1.961 -0.160 -0.260
C 0.555 0.072 0.278
C 0.084 1.497 0.004
N -0.350 -0.854 -0.395
N -1.603 -0.913 0.178
N -2.661 -0.802 -0.564
O -3.729 -0.847 0.034
H 2.307 -1.165 -0.026
H 1.966 -0.030 -1.338
H 2.652 0.552 0.183
H 0.550 -0.106 1.371
H -0.925 1.649 0.378
H 0.744 2.211 0.488
H 0.084 1.679 -1.067
H 0.062 -1.782 -0.475
H -1.697 -1.000 1.210
*
```

Winner for stability: P

--- P ---
Below is C3H9N3O as an isolated structure, with properties calculated with ωB97M-V/def2-TZVPD.

For the HOMO energy (spin up / spin down), the calculation gives -0.303 / -0.303 Ha. As for the HOMO-LUMO gap (spin up / spin down): 8.127 / 8.126 eV.

ORCA input file:
```
! wB97M-V def2-TZVPD RIJCOSX def2/J DEFGRID3
* xyz 0 1
C 0.459 0.617 0.318
C -0.235 -2.427 -0.062
N -0.943 0.614 -0.105
C -1.608 -0.447 -0.574
N 0.570 1.730 1.261
N 1.345 0.754 -0.809
O -2.686 -0.497 -1.090
H -1.378 1.521 -0.232
H 0.653 -0.363 0.761
H 1.428 1.718 -1.113
H 2.261 0.369 -0.623
H 1.536 1.847 1.544
H 0.020 1.555 2.096
H -1.159 -1.507 -0.060
H 0.619 -2.310 -0.756
H -0.882 -3.175 -0.553
*
```

--- Q ---
Below is a 2-piece molecular cluster, C3H9N3O overall, with properties calculated with ωB97M-V/def2-TZVPD.

For the HOMO energy (spin up / spin down), the calculation gives -0.241 / -0.313 Ha. As for the HOMO-LUMO gap (spin up / spin down): 6.556 / 8.712 eV.

ORCA input file:
```
! wB97M-V def2-TZVPD RIJCOSX def2/J DEFGRID3
* xyz 0 1
C 0.460 -0.800 1.937
C 0.132 -1.020 0.657
C 0.429 -0.110 -0.413
N 1.325 0.914 -0.149
N 0.207 -0.149 -1.807
N -1.472 1.246 0.038
O -0.821 -1.096 -2.057
H 0.078 -1.483 2.634
H 1.148 -0.006 2.157
H -0.440 -1.774 0.228
H 1.395 1.308 0.751
H 1.376 1.719 -0.727
H -0.164 0.801 -2.124
H -0.193 -1.778 -2.346
H -1.325 1.700 0.933
H -2.135 0.530 0.286
*
```

Winner for stability: P

--- P ---
Below is an isolated ion of composition C3H7N2O2 and charge +1, with properties calculated with ωB97M-V/def2-TZVPD.

As for the SMILES: C[N+](/C=[NH+]\[O-])=C\O. For the HOMO energy (spin up / spin down), the calculation gives -0.508 / -0.508 Ha. As for the HOMO-LUMO gap (spin up / spin down): 9.130 / 9.130 eV.

ORCA input file:
```
! wB97M-V def2-TZVPD RIJCOSX def2/J DEFGRID3
* xyz 1 1
C -0.139 0.737 1.035
N 0.161 -0.076 -0.131
C 0.044 -1.481 -0.091
N -0.391 -2.134 -1.142
O -0.530 -1.566 -2.284
C 0.471 0.662 -1.108
O 0.358 1.935 -1.082
H 0.599 1.464 1.362
H -0.429 0.009 1.754
H -1.108 1.264 0.704
H 0.058 -1.969 0.922
H -0.604 -3.084 -0.989
H 0.838 0.237 -1.992
H 0.520 2.216 -1.948
*
```

--- Q ---
Below is an isolated ion of composition C3H7N2O2 and charge +1, with properties calculated with ωB97M-V/def2-TZVPD.

As for the SMILES: [NH2+]=C(CC=O)NO. For the HOMO energy, the calculation gives -0.539 Ha. As for the HOMO-LUMO gap: 9.949 eV.

ORCA input file:
```
! wB97M-V def2-TZVPD RIJCOSX def2/J DEFGRID3
* xyz 1 1
N 1.133 1.052 -0.722
C 0.355 0.236 0.010
C -1.013 0.520 0.384
C -2.247 -0.248 -0.214
O -2.104 -1.312 -0.707
N 1.025 -0.956 0.551
O 2.297 -1.107 -0.099
H 1.889 0.545 -1.093
H 0.725 1.865 -1.226
H -1.230 1.521 0.229
H -1.164 0.359 1.469
H -3.180 0.252 0.025
H 0.612 -1.822 0.756
H 2.900 -0.905 0.637
*
```

Winner for stability: Q

--- P ---
Below is an isolated ion of composition C3H7N2O2 and charge +1, with properties calculated with ωB97M-V/def2-TZVPD.

As for the SMILES: ONC1=[NH+]CCO1. For the HOMO energy, the calculation gives -0.559 Ha. As for the HOMO-LUMO gap: 11.921 eV.

ORCA input file:
```
! wB97M-V def2-TZVPD RIJCOSX def2/J DEFGRID3
* xyz 1 1
O 2.968 -0.327 0.164
N 1.878 0.582 0.011
C 0.562 0.287 0.094
N 0.022 -0.914 0.090
C -1.444 -0.730 0.117
C -1.614 0.792 0.101
O -0.273 1.286 0.146
H 3.138 -0.527 -0.782
H 2.283 1.448 -0.248
H 0.503 -1.711 -0.066
H -2.014 -1.166 0.931
H -1.989 -1.343 -0.598
H -1.927 1.134 -0.953
H -2.093 1.188 0.993
*
```

--- Q ---
Below is an isolated ion of composition C3H7N2O2 and charge +1, with properties calculated with ωB97M-V/def2-TZVPD.

As for the SMILES: O[C@@H]1NC=[NH+][C@H]1O. For the HOMO energy, the calculation gives -0.558 Ha. As for the HOMO-LUMO gap: 11.644 eV.

ORCA input file:
```
! wB97M-V def2-TZVPD RIJCOSX def2/J DEFGRID3
* xyz 1 1
O -1.844 1.180 0.369
C -0.755 0.574 -0.373
N -1.073 -0.952 -0.520
C -0.046 -1.613 -0.075
N 0.837 -0.875 0.526
C 0.537 0.602 0.414
O 1.606 1.146 -0.381
H -1.808 2.165 0.250
H -0.527 0.931 -1.443
H -1.922 -1.384 -0.785
H 0.092 -2.651 -0.184
H 1.791 -1.219 0.958
H 0.541 1.063 1.395
H 2.571 1.034 -0.152
*
```

Winner for stability: Q

--- P ---
Below is an isolated ion of composition C3H7N2O2 and charge +1, with properties calculated with ωB97M-V/def2-TZVPD.

As for the SMILES: CO/N=C/OC=[NH2+]. For the HOMO energy, the calculation gives -0.517 Ha. As for the HOMO-LUMO gap: 9.299 eV.

ORCA input file:
```
! wB97M-V def2-TZVPD RIJCOSX def2/J DEFGRID3
* xyz 1 1
C -2.773 0.225 -0.089
O -1.956 -0.910 0.126
N -0.662 -0.719 0.054
C -0.149 0.427 -0.006
O 1.205 0.616 0.036
C 1.991 -0.400 0.027
N 3.261 -0.274 -0.116
H -2.587 0.760 -1.019
H -2.752 0.921 0.684
H -3.834 0.001 -0.084
H -0.797 1.366 0.136
H 1.435 -1.332 0.204
H 3.838 -1.207 0.022
H 3.779 0.528 0.027
*
```

--- Q ---
Below is a 2-piece molecular cluster, C3H7N2O2 overall, with properties calculated with ωB97M-V/def2-TZVPD.

For the HOMO energy, the calculation gives -0.476 Ha. As for the HOMO-LUMO gap: 9.245 eV.

ORCA input file:
```
! wB97M-V def2-TZVPD RIJCOSX def2/J DEFGRID3
* xyz 1 1
C 2.179 0.782 0.016
C -2.529 -0.144 -0.041
C -3.587 -0.216 0.661
N 1.137 0.573 -0.782
N 2.547 -0.179 0.777
O -1.653 -0.023 -0.816
O 0.886 -0.731 -1.004
H 2.555 1.802 0.181
H -3.797 -0.211 1.706
H 1.011 1.182 -1.652
H -4.315 -0.770 0.044
H 3.483 -0.112 1.318
H 2.127 -1.084 0.808
H -0.045 -0.868 -1.215
*
```

Winner for stability: Q